The following is a quantum chemistry calculation of a molecular structure, C36H36N2O4PPbS, from OMol25.

Values from the calculation:
Charge: +1
Frontier orbital gap (eV): 8.52
Lowest unoccupied orbital energy (eV): -2.67
DFT total energy (eV): -74454.980
Energy above the lowest of the compared OMol25 structures with the same formula, charge and spin (kcal/mol): 18.19
M (g/mol): 830.9

Positions of all 81 atoms, in Å:
1 Pb 0.3934 1.1800 -1.1168
2 C -2.4209 2.7788 -2.1629
3 C -3.2836 1.9209 -1.2337
4 C -3.7407 0.6207 -1.9053
5 C -2.6325 1.6787 0.1350
6 C -3.6491 1.1388 1.1414
7 O -2.9851 0.0244 1.7503
8 C -1.8076 -0.1720 1.1393
9 N -1.5301 0.6807 0.2100
10 C -1.0605 -1.3109 1.7450
11 C -1.8056 -2.0639 2.6650
12 C -1.2486 -3.0963 3.3944
13 C 0.0908 -3.3986 3.2363
14 C 0.8384 -2.6841 2.3175
15 C 0.2888 -1.6588 1.5528
16 P 1.4289 -0.9013 0.3408
17 C 2.7688 -0.3230 1.4646
18 C 3.8560 -1.1277 1.8051
19 C 4.8055 -0.6813 2.7106
20 C 4.6827 0.5734 3.2894
21 C 3.6102 1.3841 2.9504
22 C 2.6621 0.9448 2.0364
23 C 2.2888 -2.2161 -0.5746
24 C 1.8923 -3.5486 -0.6140
25 C 2.5820 -4.4475 -1.4143
26 C 3.6583 -4.0221 -2.1807
27 C 4.0562 -2.6930 -2.1440
28 C 3.3690 -1.7904 -1.3480
29 H -3.0439 3.2338 -2.9327
30 H -1.6765 2.1842 -2.6953
31 H -1.9225 3.5842 -1.6152
32 H -4.1752 2.5083 -0.9890
33 H -2.9888 -0.1598 -1.7922
34 H -3.8917 0.7867 -2.9726
35 H -4.6805 0.2518 -1.4928
36 H -2.2177 2.6299 0.4730
37 H -4.5569 0.7739 0.6646
38 H -3.9129 1.8512 1.9197
39 H -2.8481 -1.8333 2.8097
40 H -1.8613 -3.6512 4.0922
41 H 0.5535 -4.1872 3.8159
42 H 1.8825 -2.9324 2.1867
43 H 3.9760 -2.1045 1.3521
44 H 5.6465 -1.3152 2.9614
45 H 5.4279 0.9223 3.9922
46 H 3.5194 2.3642 3.3989
47 H 1.8417 1.5959 1.7544
48 H 1.0416 -3.8798 -0.0341
49 H 2.2674 -5.4824 -1.4483
50 H 4.1815 -4.7256 -2.8156
51 H 4.9003 -2.3628 -2.7350
52 H 3.6827 -0.7521 -1.3129
53 O -0.8029 -2.0999 -1.1945
54 C -0.8448 -1.6287 -2.3234
55 N -0.4686 -0.3540 -2.6571
56 C -0.7657 -0.1200 -4.0004
57 O -0.5895 0.9350 -4.5666
58 C -1.3365 -1.3809 -4.5697
59 C -1.7836 -1.6907 -5.8355
60 C -2.2669 -2.9812 -6.0442
61 C -2.2937 -3.9162 -5.0145
62 C -1.8478 -3.5889 -3.7350
63 C -1.3751 -2.3094 -3.5410
64 H -1.7576 -0.9591 -6.6329
65 H -2.6292 -3.2619 -7.0249
66 H -2.6675 -4.9131 -5.2116
67 H -1.8713 -4.3063 -2.9242
68 O 0.3899 3.2692 0.7139
69 S -0.4866 4.2731 1.4267
70 C -0.5276 3.7266 3.1812
71 C 0.2355 4.7540 4.0171
72 C 1.3054 5.3361 3.0973
73 C 0.5633 5.7048 1.8241
74 H -0.0322 2.7550 3.1610
75 H -1.5656 3.5981 3.4867
76 H 0.6631 4.2943 4.9080
77 H -0.4385 5.5488 4.3411
78 H 2.0596 4.5829 2.8676
79 H 1.8065 6.1972 3.5381
80 H 1.1920 5.8997 0.9575
81 H -0.1167 6.5455 1.9802

Forces on atoms 1 to 2 (eV/Å):
-0.05 0.17 -0.64
-0.06 -0.09 0.14